Entry 1:
This record from the Open Molecules 2025 dataset describes C43H36N3O3PPt as an isolated structure in a non-equilibrium geometry. The level of theory is wB97M-V/def2-TZVPD.

ORCA input file:
```
! wB97M-V def2-TZVPD RIJCOSX def2/J DEFGRID3
* xyz 0 1
Pt 1.51195 -0.17323 0.64844
N 2.96237 -0.79385 2.08702
C 2.92169 -2.14040 2.56671
C 4.12706 -2.81999 2.67610
C 4.16445 -4.13077 3.12885
C 2.98565 -4.74674 3.47992
C 1.75189 -4.08945 3.36563
C 0.55092 -4.76584 3.70112
C -0.64999 -4.09419 3.56014
C -0.67334 -2.82027 3.06825
N 0.46408 -2.14446 2.69552
C 1.70710 -2.74816 2.88954
H 3.91320 -0.54422 1.82403
H 2.61923 -0.15102 2.81667
H 5.04038 -2.30734 2.40418
H 5.10763 -4.65153 3.21543
H 2.98429 -5.76500 3.84746
H 0.60256 -5.78091 4.06655
H -1.59076 -4.55505 3.82413
H -1.59379 -2.27244 2.96422
O 0.65712 0.18225 3.09316
C 0.26867 -0.71100 2.28324
C -1.10914 -0.59817 1.62895
C -2.11644 0.12567 2.23248
C -3.37592 0.17097 1.63797
C -3.61840 -0.51841 0.45963
C -2.58695 -1.22050 -0.16238
C -1.32822 -1.25323 0.41360
P 0.20603 -1.77007 -0.43468
C 0.54270 -3.49431 -0.02279
C -0.48881 -4.40374 0.19847
C -0.19836 -5.72548 0.49720
C 1.12538 -6.14462 0.56293
C 2.15566 -5.24454 0.33342
C 1.86503 -3.91872 0.04458
C -0.21117 -1.76264 -2.20633
C -0.02103 -2.89854 -2.98996
C -0.27370 -2.85766 -4.35476
C -0.70868 -1.68278 -4.94747
C -0.89764 -0.54520 -4.17279
C -0.65155 -0.58196 -2.81094
H -1.90129 0.64640 3.15631
H -4.16668 0.74831 2.09746
H -4.59670 -0.48503 0.00199
H -2.76429 -1.70279 -1.11602
H -1.51916 -4.07133 0.15040
H -0.99970 -6.42729 0.68313
H 1.35251 -7.17443 0.80131
H 3.18535 -5.56808 0.39447
H 2.66521 -3.20635 -0.11970
H 0.32763 -3.82034 -2.54296
H -0.12567 -3.74632 -4.95288
H -0.89752 -1.65067 -6.01203
H -1.22678 0.37932 -4.62770
H -0.80253 0.30441 -2.21120
C -2.81077 6.27039 2.19705
C -1.91549 6.20197 0.98699
C -1.31775 7.36901 0.51834
C -0.47610 7.33274 -0.57906
C -0.21548 6.13746 -1.22657
C -0.82390 4.96896 -0.78092
N -0.59757 3.72771 -1.37621
C 0.16571 3.49556 -2.51493
C -0.03219 4.25586 -3.66998
C 0.66154 3.97023 -4.83060
C 1.56430 2.91276 -4.87820
C 1.77308 2.15804 -3.73888
C 1.09323 2.43867 -2.55866
C 1.36087 1.57528 -1.37598
O 2.49497 1.11946 -1.13989
O 0.37160 1.28421 -0.60930
C -1.68528 4.99276 0.32894
C -2.32475 3.70774 0.78512
H -2.72367 7.24323 2.67861
H -2.55904 5.50999 2.93617
H -3.86021 6.12618 1.93065
H -1.50657 8.30403 1.02934
H -0.00090 8.24061 -0.92635
H 0.47450 6.10870 -2.05786
H -0.60924 2.93365 -0.74874
H -0.75719 5.05813 -3.65048
H 0.48319 4.56855 -5.71413
H 2.09636 2.68587 -5.79080
H 2.47878 1.33865 -3.74081
H -2.71771 3.14545 -0.06449
H -3.14612 3.88831 1.47291
H -1.60982 3.05160 1.29268
*
```

- E_HOMO (spin up / spin down) (eV) = -5.7 / -5.7
- HOMO-LUMO gap (spin up / spin down) (eV) = 4.1 / 4.1
- energy relative to the best compared isomer or geometry (same formula, charge and spin) (kcal/mol) = 98.8
- LUMO energy (spin up / spin down) (eV) = -1.629 / -1.629
- largest force on an atom (eV Å⁻¹) = 3.31

These are the Löwdin partial charges, in e, on atoms 1 to 2: 0.935 -0.036

---

Entry 2:
This record from the Open Molecules 2025 dataset describes C43H36NO4P2Yb as an isolated structure in a non-equilibrium geometry. The level of theory is wB97M-V/def2-TZVPD.

ORCA input file:
```
! wB97M-V def2-TZVPD RIJCOSX def2/J DEFGRID3
* xyz 2 2
C -0.04319 3.47575 0.68458
C 1.07835 2.62091 0.73733
C 2.25326 2.96620 0.04203
C 2.37910 4.22959 -0.53285
C 1.29195 5.11561 -0.47170
C 0.06773 4.73984 0.10412
P 0.88137 0.90163 1.36478
C 2.59253 0.42486 1.81588
C 3.25842 -0.56004 1.04445
C 4.59092 -0.84764 1.34741
C 5.22319 -0.19107 2.41680
C 4.54677 0.75531 3.20466
C 3.21306 1.05395 2.90239
Yb -0.08631 -1.30804 -0.03574
P -0.90237 0.64527 -1.61307
C 0.30203 1.59825 -2.54968
C 0.01422 2.91322 -2.93987
C 0.95589 3.62146 -3.68959
C 2.18820 3.01912 -3.98504
C 2.51881 1.73541 -3.51744
C 1.58236 1.02803 -2.76852
C -1.45608 -0.69647 -2.73028
C -2.23389 -1.74057 -2.17661
C -2.63914 -2.78581 -3.00312
C -2.25274 -2.81486 -4.34596
C -1.42612 -1.81202 -4.87504
C -1.00539 -0.76226 -4.05856
C -2.39572 1.54525 -1.17932
C -2.85798 1.57065 0.15962
C -4.04531 2.24231 0.44233
C -4.76765 2.82637 -0.61364
C -4.34046 2.73923 -1.95002
C -3.14412 2.07601 -2.23697
C -0.01382 1.11496 2.94763
C 0.02997 2.33516 3.63902
C -0.63902 2.47179 4.86166
C -1.36452 1.37987 5.36134
C -1.43797 0.16360 4.66038
C -0.77196 0.02180 3.44142
H -2.56600 -1.72260 -1.12321
H -3.25631 -3.58427 -2.58655
H -2.58067 -3.63936 -4.98103
H -1.11251 -1.83603 -5.92112
H -0.34547 0.02559 -4.43244
H -0.93857 3.36652 -2.65079
H 0.71507 4.64090 -4.02030
H 2.91194 3.57181 -4.58157
H 3.49092 1.28178 -3.75074
H 1.83125 0.03095 -2.37360
H -2.28198 1.09503 0.96886
H -4.39706 2.31523 1.47938
H -5.69265 3.35495 -0.39290
H -4.91024 3.17924 -2.77645
H -2.77856 1.95633 -3.26442
H 0.59468 3.17770 3.22617
H -0.57166 3.42470 5.40070
H -1.87579 1.48399 6.31764
H -2.00326 -0.67825 5.07412
H -0.81843 -0.93689 2.89384
H 2.75910 -1.06883 0.19870
H 5.14158 -1.57333 0.73987
H 6.26353 -0.41752 2.64842
H 5.03444 1.26639 4.04316
H 2.65070 1.78640 3.48938
H 3.07164 2.24123 -0.02603
H 3.31996 4.50937 -1.02796
H 1.38633 6.10887 -0.90779
H -0.78807 5.43187 0.12322
H -0.99992 3.15557 1.11149
H 0.22886 8.07867 -1.46401
H -0.41396 8.10185 -1.07339
O -0.36016 -3.64586 -1.18230
C -0.19335 -4.06227 0.00235
O 0.07761 -3.26610 1.00364
C -0.20905 -5.41737 0.54580
C -0.04713 -5.51947 1.95073
C 0.00837 -6.77557 2.49526
C -0.11007 -7.87505 1.62837
C -0.27901 -7.75681 0.23985
C -0.33474 -6.50265 -0.31316
N -0.06046 -9.18018 2.17655
O 0.08230 -9.31941 3.40942
O -0.16062 -10.16661 1.41485
H 0.05932 -4.62711 2.57381
H 0.13695 -6.92178 3.55481
H -0.36539 -8.61752 -0.39464
H -0.45784 -6.28674 -1.37078
*
```

- E_HOMO (spin up / spin down) (eV) = -14.1 / -14.2
- HOMO-LUMO gap (spin up / spin down) (eV) = 7.3 / 5.7
- LUMO energy (spin up / spin down) (eV) = -6.832 / -8.439
- expectation value of S² = 0.751
- largest force on an atom (eV Å⁻¹) = 4.65

These are the Löwdin partial charges, in e, on atoms 1 to 2: -0.114 -0.362

---

Entry 3:
This record from the Open Molecules 2025 dataset describes C43H37IIrPSbSe as an isolated structure. The level of theory is wB97M-V/def2-TZVPD.

ORCA input file:
```
! wB97M-V def2-TZVPD RIJCOSX def2/J DEFGRID3
* xyz 2 6
Ir 1.45222 -0.43796 0.22827
I 3.16561 -0.09393 2.27359
C 2.03068 1.45222 3.15386
C 1.79742 1.23939 4.48450
C 1.23427 2.24783 5.28209
C 0.98637 3.46413 4.72338
C 1.21834 3.70346 3.34678
C 0.98517 5.00489 2.84197
C 1.19291 5.30046 1.52907
C 1.55496 4.26540 0.65670
C 1.78472 2.97601 1.08938
P 1.94816 1.82125 -0.30560
C 0.64625 2.28980 -1.46355
C 0.87768 2.66371 -2.78513
C -0.20062 2.96368 -3.60704
C -1.49925 2.89233 -3.11686
C -1.73033 2.53386 -1.79336
C -0.66030 2.23217 -0.96898
C 3.56918 2.02159 -1.04811
C 3.87152 1.32773 -2.22520
C 5.14045 1.41503 -2.77254
C 6.11748 2.17806 -2.14252
C 5.82470 2.85700 -0.96909
C 4.55280 2.78033 -0.41702
C 1.69609 2.66701 2.48655
H 2.07309 0.29783 4.94307
H 1.05168 2.06130 6.33120
H 0.61169 4.28185 5.32720
H 0.64635 5.76670 3.53326
H 1.04119 6.30075 1.14705
H 1.62555 4.49018 -0.40190
H 1.88705 2.73695 -3.17075
H -0.02484 3.26438 -4.63180
H -2.33229 3.13108 -3.76582
H -2.73950 2.48969 -1.40048
H -0.84099 1.97014 0.06752
H 3.11128 0.73589 -2.72501
H 5.36950 0.88986 -3.69078
H 7.10964 2.24123 -2.56994
H 6.58561 3.45209 -0.48148
H 4.32970 3.31655 0.49678
Se 2.74264 -1.78298 -1.24107
C -3.78994 -1.60406 -1.75056
C -3.67237 -0.72782 -0.53084
C -4.74527 0.09821 -0.19128
C -4.71400 0.92586 0.92081
C -3.59476 0.94737 1.74171
C -2.51591 0.13881 1.42690
C -2.54648 -0.68803 0.30153
Sb -0.78816 -1.85161 0.11150
C -0.65942 -2.97962 -1.67083
C -0.68267 -4.36736 -1.55760
C -0.56406 -5.15901 -2.69156
C -0.41934 -4.55587 -3.93147
C -0.38706 -3.16992 -4.03726
C -0.49780 -2.35599 -2.91473
C -0.43629 -0.85738 -3.05958
C -0.78906 -3.25425 1.68632
C 0.41874 -3.42901 2.36105
C 0.51499 -4.32996 3.40870
C -0.60941 -5.05417 3.77953
C -1.80694 -4.88269 3.10152
C -1.92626 -3.98641 2.04169
C -3.24044 -3.83672 1.32588
H -4.82639 -1.65481 -2.08018
H -3.45302 -2.62334 -1.56302
H -3.20500 -1.22035 -2.58708
H -5.63222 0.07813 -0.81356
H -5.57130 1.54439 1.15308
H -3.56727 1.57619 2.62255
H -1.64343 0.14855 2.07585
H -0.79799 -4.83830 -0.58709
H -0.58725 -6.23728 -2.60304
H -0.33011 -5.16362 -4.82265
H -0.27531 -2.71055 -5.01285
H -0.47161 -0.56220 -4.10747
H 0.49466 -0.45480 -2.64307
H -1.25242 -0.34744 -2.54207
H 1.29486 -2.86324 2.06348
H 1.45569 -4.46893 3.92524
H -0.55255 -5.76444 4.59411
H -2.67338 -5.46452 3.39249
H -3.90147 -4.67234 1.54997
H -3.10703 -3.81306 0.24149
H -3.74936 -2.91735 1.62424
*
```

- E_HOMO (spin up / spin down) (eV) = -13.1 / -13.9
- HOMO-LUMO gap (spin up / spin down) (eV) = 7.8 / 5.5
- LUMO energy (spin up / spin down) (eV) = -5.258 / -8.330
- expectation value of S² = 8.768
- largest force on an atom (eV Å⁻¹) = 0.23

These are the Löwdin partial charges, in e, on atoms 1 to 2: 0.207 1.151

---

Entry 4:
This record from the Open Molecules 2025 dataset describes C43H38F3N2O2PdSb2 as an isolated structure. The level of theory is wB97M-V/def2-TZVPD.

ORCA input file:
```
! wB97M-V def2-TZVPD RIJCOSX def2/J DEFGRID3
* xyz 3 5
Pd 0.14071 -0.00423 0.43663
C -0.07075 0.79043 3.99124
C 1.28720 1.51034 3.97318
C 1.70525 2.16452 2.65110
Sb 2.80697 1.22747 1.04485
C 4.75549 1.09311 1.76552
C 5.60871 0.16027 1.16240
C 6.92154 0.06805 1.58611
C 7.38881 0.91887 2.58328
C 6.54835 1.86561 3.16155
C 5.23442 1.97106 2.74382
C 2.43087 -0.78514 0.41719
C 2.65838 -1.77797 1.39006
C 2.82821 -3.09224 1.00624
C 2.75079 -3.44142 -0.34048
C 2.51370 -2.47744 -1.30689
C 2.37532 -1.14530 -0.93605
Sb -0.09643 -1.27731 4.62202
C 0.89332 -1.23064 6.46643
C 0.14368 -1.26260 7.63939
C 0.79392 -1.17406 8.86235
C 2.17536 -1.05296 8.90888
C 2.91984 -1.02287 7.73592
C 2.28367 -1.11287 6.50735
C 0.65959 -2.87566 3.51007
C 0.06769 -3.26523 2.30402
C 0.44322 -4.45787 1.70893
C 1.38427 -5.27530 2.32547
C 1.95918 -4.89919 3.53370
C 1.58989 -3.70735 4.13912
H -0.64432 0.90046 3.07378
H -0.68326 1.18142 4.80671
H 2.09045 0.91752 4.41328
H 1.18257 2.36224 4.65134
H 2.42872 2.94954 2.88606
H 0.86903 2.66110 2.16055
H 5.25158 -0.49616 0.37730
H 7.58620 -0.65538 1.13424
H 8.42017 0.85388 2.90329
H 6.92560 2.52853 3.92808
H 4.59987 2.72920 3.18523
H 2.73820 -1.51247 2.43822
H 3.03233 -3.84906 1.75144
H 2.89496 -4.47287 -0.63497
H 2.47063 -2.74801 -2.35307
H 2.27291 -0.40266 -1.71314
H -0.93438 -1.36425 7.61630
H 0.21958 -1.20388 9.77813
H 2.67682 -0.98741 9.86492
H 3.99721 -0.93666 7.77904
H 2.88024 -1.10624 5.60095
H -0.71510 -2.66891 1.85165
H -0.02221 -4.76541 0.78175
H 1.65297 -6.22190 1.87486
H 2.67616 -5.54638 4.02108
H 2.01448 -3.44686 5.10164
O 3.55949 1.58206 -5.70125
C 3.31367 2.91524 -5.32464
N 2.32372 2.81347 -4.26698
C 2.16298 3.78647 -3.34306
O 2.81318 4.80613 -3.28133
C 1.13748 3.50311 -2.27160
C 0.38468 4.54812 -1.74903
C -0.49437 4.27809 -0.71427
C -0.54700 2.99388 -0.19816
N 0.21310 1.99165 -0.65589
C 1.01799 2.25098 -1.69908
H 3.97807 1.56576 -6.56858
H 2.93166 3.50792 -6.16014
H 4.19420 3.40853 -4.91079
H 1.58357 2.14921 -4.43618
H 0.50297 5.54348 -2.15838
H -1.12444 5.05095 -0.29670
H -1.21847 2.75209 0.61656
H 1.60593 1.43167 -2.08677
F -9.13245 0.87127 -0.95630
C -8.65924 1.32985 0.20322
F -9.33892 0.76893 1.19868
F -8.84412 2.65174 0.24614
C -7.17119 1.02703 0.29988
C -6.67406 0.22841 1.33644
C -5.32926 -0.02005 1.40267
C -4.45245 0.53690 0.42661
C -4.98768 1.33868 -0.62628
C -6.33202 1.57536 -0.68284
C -3.09019 0.29872 0.48339
C -1.85989 0.12115 0.52070
H -7.35515 -0.18464 2.06676
H -4.91610 -0.64179 2.18462
H -4.31566 1.74178 -1.37100
H -6.75838 2.17713 -1.47443
*
```

- E_HOMO (spin up / spin down) (eV) = -15.7 / -15.7
- HOMO-LUMO gap (spin up / spin down) (eV) = 8.2 / 5.2
- energy relative to the best compared isomer or geometry (same formula, charge and spin) (kcal/mol) = 11.2
- LUMO energy (spin up / spin down) (eV) = -7.567 / -10.511
- expectation value of S² = 6.049
- largest force on an atom (eV Å⁻¹) = 0.62

These are the Löwdin partial charges, in e, on atoms 1 to 2: 0.621 -0.332

---

Entry 5:
This record from the Open Molecules 2025 dataset describes C43H38F3N7O5PtS as an isolated structure. The level of theory is wB97M-V/def2-TZVPD.

ORCA input file:
```
! wB97M-V def2-TZVPD RIJCOSX def2/J DEFGRID3
* xyz 0 5
Pt 0.62829 -1.75496 1.57604
C -3.36560 3.13043 -0.69769
C -2.96446 2.01115 0.23530
C -4.02960 1.70859 1.27321
O -2.68942 0.80618 -0.50919
C -1.39176 0.31392 -0.22677
C -1.08326 1.12410 1.06633
O -1.73186 2.35764 0.83508
C 0.24096 1.32435 1.83036
O 0.96883 0.10336 1.89873
C -0.15468 1.72207 3.27247
C -0.53786 3.03168 3.54823
C -0.94160 3.38876 4.82507
C -0.95947 2.44429 5.84202
C -0.57292 1.14125 5.57284
C -0.17204 0.77863 4.29293
C 1.23292 2.36090 1.32015
C 1.01470 3.25232 0.34978
C 1.97763 4.18641 -0.25482
C 3.31305 4.19422 -0.25640
C 4.27816 3.28967 0.46603
C 2.56446 2.31902 2.04200
C -0.54287 0.20059 -1.55085
O 0.81212 -0.12579 -1.14689
C -0.96277 -1.09925 -2.28758
C -1.88361 -2.01467 -1.79579
C -2.16853 -3.18826 -2.49256
C -1.50343 -3.47823 -3.67186
C -0.56504 -2.57417 -4.16786
C -0.31514 -1.39236 -3.49133
C -0.76945 1.38730 -2.52152
C 0.11773 2.40890 -2.84199
C -0.22632 3.40990 -3.74977
C -1.45996 3.41389 -4.36919
C -2.35514 2.39280 -4.07758
C -2.01418 1.40287 -3.17695
H -4.22859 2.82570 -1.28911
H -2.54323 3.37372 -1.36814
H -3.63275 4.01314 -0.11578
H -4.95251 1.42018 0.77038
H -4.21420 2.59528 1.87998
H -3.73587 0.88343 1.92111
H -1.48309 -0.70751 0.12235
H -1.67133 0.55243 1.79648
H -0.51715 3.77333 2.76135
H -1.23744 4.41068 5.02631
H -1.27133 2.72485 6.84004
H -0.58237 0.39637 6.35856
H 0.11578 -0.24405 4.09723
H 0.02572 3.28098 -0.09266
H 1.50625 4.96671 -0.84405
H 3.81661 4.97344 -0.81983
H 4.72212 3.88732 1.27623
H 2.54702 1.55101 2.81364
H -2.45184 -1.83421 -0.89274
H -2.94252 -3.84368 -2.10636
H -1.73342 -4.38166 -4.22345
H -0.04828 -2.77799 -5.09768
H 0.39752 -0.68641 -3.89799
H 1.10237 2.48500 -2.40565
H 0.49821 4.18521 -3.96490
H -1.72116 4.19356 -5.07316
H -3.32609 2.36162 -4.55617
H -2.72770 0.62123 -2.98141
F 5.33323 2.95431 -0.37874
C 3.66110 2.07717 1.05717
F 3.66262 1.51436 -2.01397
F 2.78409 3.54776 2.69183
C 3.94195 0.67867 0.69476
C 4.88388 -0.07247 1.38586
C 4.95753 -1.44471 1.19160
C 4.05405 -2.03761 0.33030
N 3.17146 -1.33231 -0.38253
C 3.15667 -0.02366 -0.22487
S 2.13544 0.93695 -1.34248
H 5.53133 0.41961 2.10051
H 5.68004 -2.04612 1.72521
H 4.03044 -3.11249 0.19029
N -3.77783 -4.33523 -0.29824
C -3.69847 -3.49075 0.49188
N -3.61673 -2.52207 1.39922
C -2.45364 -2.30507 1.88246
N -1.36592 -2.12717 2.28416
C 0.21057 -6.12188 -1.77036
N 0.33512 -5.39929 -0.52518
C 0.02914 -5.95034 0.77913
C 0.40850 -4.79896 1.70482
O 0.38140 -4.80979 2.90390
N 0.77813 -3.72283 0.89760
C 0.74103 -4.13163 -0.38501
N 1.11791 -3.36359 -1.39496
H 0.37275 -7.18099 -1.57933
H 0.97309 -5.78837 -2.47467
H -0.77535 -5.98715 -2.21924
H 0.62302 -6.83840 0.99954
H -1.03130 -6.18557 0.89773
H 1.48635 -2.43454 -1.18748
H 0.77980 -3.54304 -2.32549
*
```

- E_HOMO (spin up / spin down) (eV) = -8.1 / -8.8
- HOMO-LUMO gap (spin up / spin down) (eV) = 8.2 / 6.7
- energy relative to the best compared isomer or geometry (same formula, charge and spin) (kcal/mol) = 55.7
- LUMO energy (spin up / spin down) (eV) = 0.153 / -2.053
- expectation value of S² = 6.016
- largest force on an atom (eV Å⁻¹) = 0.78

These are the Löwdin partial charges, in e, on atoms 1 to 2: 1.212 0.029